(1)
A 13-piece molecular cluster, C38H60N10O3S3 overall, computed with the ωB97M-V functional and the def2-TZVPD basis.

XYZ file:
```
114
Properties=species:S:1:pos:R:3
C 21.340 6.381 -20.159
S 22.337 7.774 -19.650
O 22.440 8.690 -20.809
C 21.096 8.492 -18.554
H 20.492 6.723 -20.753
H 20.951 5.815 -19.310
H 21.918 5.717 -20.803
H 21.371 9.539 -18.452
H 21.099 8.019 -17.575
H 20.127 8.402 -19.044
C 18.371 1.576 -17.231
S 19.816 1.388 -18.246
O 19.542 2.074 -19.555
C 20.984 2.439 -17.398
H 17.718 0.727 -17.444
H 17.785 2.465 -17.470
H 18.647 1.520 -16.184
H 21.987 2.203 -17.755
H 21.017 2.228 -16.333
H 20.725 3.456 -17.669
C 16.947 -0.723 -12.920
S 18.605 -0.298 -13.485
O 18.615 -0.501 -14.950
C 18.452 1.487 -13.214
H 16.760 -0.381 -11.905
H 16.844 -1.809 -12.954
H 16.191 -0.295 -13.581
H 17.910 1.679 -12.290
H 17.974 1.952 -14.071
H 19.433 1.956 -13.082
C 23.038 0.459 -20.255
C 22.782 -0.283 -19.021
N 22.526 -0.847 -18.054
H 22.375 1.324 -20.302
H 22.817 -0.194 -21.099
H 24.086 0.734 -20.318
C 18.887 1.864 -22.676
C 20.168 2.448 -22.364
N 21.172 2.893 -22.159
H 18.348 1.611 -21.763
H 19.055 0.964 -23.261
H 18.248 2.580 -23.189
C 24.277 4.708 -18.998
C 24.269 5.712 -17.929
N 24.233 6.471 -17.118
H 23.500 3.978 -18.821
H 25.274 4.276 -19.112
H 24.168 5.253 -19.948
C 19.184 -2.193 -17.901
C 18.460 -2.911 -18.918
N 17.910 -3.492 -19.743
H 20.001 -1.657 -18.389
H 19.551 -2.795 -17.082
H 18.571 -1.404 -17.463
N 16.697 -0.721 -20.417
C 16.335 0.574 -20.053
C 14.999 0.717 -20.313
C 14.542 -0.526 -20.866
C 15.593 -1.403 -20.831
H 17.595 -1.149 -20.328
H 17.101 1.246 -19.694
H 14.449 1.628 -20.144
H 13.535 -0.751 -21.160
H 15.638 -2.470 -20.975
N 14.139 2.987 -17.145
C 14.664 1.796 -16.736
C 15.476 2.060 -15.681
C 15.466 3.465 -15.442
C 14.636 4.004 -16.385
H 13.485 3.076 -17.893
H 14.390 0.868 -17.196
H 15.989 1.281 -15.145
H 16.059 3.976 -14.704
H 14.451 5.024 -16.685
N 15.041 -1.928 -17.698
C 14.421 -3.143 -17.772
C 14.236 -3.589 -16.502
C 14.791 -2.609 -15.604
C 15.209 -1.585 -16.378
H 15.419 -1.385 -18.452
H 14.287 -3.593 -18.742
H 13.821 -4.532 -16.194
H 14.822 -2.666 -14.531
H 15.769 -0.693 -16.134
N 18.455 5.687 -15.031
C 19.385 5.390 -15.996
C 20.514 4.997 -15.364
C 20.235 4.963 -13.957
C 18.941 5.380 -13.790
H 17.490 5.851 -15.222
H 19.174 5.588 -17.033
H 21.463 4.757 -15.814
H 20.923 4.644 -13.193
H 18.280 5.426 -12.938
N 16.816 5.463 -21.158
C 17.188 4.485 -20.292
C 16.187 4.355 -19.369
C 15.147 5.230 -19.753
C 15.584 5.932 -20.821
H 17.312 5.725 -21.984
H 18.113 3.942 -20.407
H 16.217 3.759 -18.474
H 14.181 5.348 -19.293
H 15.000 6.566 -21.460
N 25.571 2.396 -16.463
C 25.707 3.599 -15.821
C 24.598 3.748 -15.030
C 23.769 2.599 -15.200
C 24.377 1.802 -16.139
H 26.206 2.014 -17.131
H 26.545 4.243 -16.002
H 24.407 4.618 -14.424
H 22.871 2.392 -14.642
H 24.043 0.890 -16.605
```

Values from the calculation:
HOMO-LUMO gap in eV: 8.56
2S+1: 1
HOMO level in Ha: -0.3026
E_LUMO in eV: 0.32

(2)
A 11-piece molecular cluster, C38H60O36S3 overall, computed with the ωB97M-V functional and the def2-TZVPD basis.

XYZ file:
```
137
Properties=species:S:1:pos:R:3
C -0.276 -7.942 6.364
C 0.895 -8.808 6.686
C 1.973 -9.046 5.612
O 3.209 -8.933 6.316
C 2.980 -8.341 7.508
O 3.807 -7.966 8.276
O 1.662 -8.120 7.683
H -0.929 -7.700 7.199
H -0.864 -8.268 5.502
H 0.104 -6.972 6.021
H 0.657 -9.774 7.144
H 1.902 -8.401 4.733
H 1.885 -10.069 5.245
C -4.423 -4.414 -5.025
C -5.067 -4.213 -3.654
C -6.229 -5.205 -3.341
O -5.651 -6.130 -2.447
C -4.490 -5.681 -1.978
O -3.848 -6.218 -1.121
O -4.111 -4.579 -2.618
H -5.166 -4.204 -5.795
H -4.160 -5.455 -5.227
H -3.518 -3.812 -5.071
H -5.312 -3.200 -3.344
H -6.546 -5.728 -4.240
H -7.053 -4.656 -2.883
C -7.775 -1.031 -1.459
C -6.523 -1.151 -0.587
C -6.714 -0.732 0.876
O -5.924 -1.714 1.547
C -5.780 -2.800 0.755
O -5.313 -3.833 1.132
O -6.222 -2.552 -0.473
H -8.094 0.000 -1.627
H -8.697 -1.556 -1.208
H -7.505 -1.462 -2.427
H -5.628 -0.652 -0.962
H -7.752 -0.850 1.182
H -6.235 0.241 0.950
C -1.104 -11.692 -0.099
C 0.272 -11.470 0.539
C 0.405 -10.099 1.241
O 0.173 -10.418 2.624
C 0.036 -11.758 2.735
O -0.363 -12.329 3.700
O 0.524 -12.358 1.626
H -1.852 -11.760 0.697
H -1.135 -12.633 -0.648
H -1.436 -10.924 -0.794
H 1.059 -11.537 -0.210
H -0.280 -9.362 0.826
H 1.427 -9.715 1.233
C 2.005 -6.815 0.192
C 0.732 -6.441 0.889
C 0.854 -6.337 2.412
O -0.050 -5.258 2.684
C -0.269 -4.546 1.604
O -0.765 -3.458 1.569
O 0.241 -5.153 0.491
H 1.802 -7.003 -0.864
H 2.265 -7.821 0.530
H 2.800 -6.080 0.301
H -0.023 -7.211 0.701
H 1.878 -6.093 2.700
H 0.541 -7.245 2.922
C -7.037 -7.223 0.741
C -8.433 -7.328 0.145
C -9.194 -6.015 0.050
O -9.267 -5.772 -1.345
C -8.792 -6.830 -2.028
O -8.871 -6.963 -3.208
O -8.342 -7.793 -1.191
H -6.440 -8.127 0.746
H -7.151 -6.866 1.770
H -6.524 -6.398 0.235
H -8.989 -8.026 0.779
H -8.563 -5.260 0.524
H -10.152 -6.118 0.554
C -4.942 -6.443 7.372
C -4.591 -7.491 8.419
C -5.305 -7.326 9.757
O -5.887 -8.602 9.993
C -5.822 -9.357 8.877
O -6.392 -10.386 8.736
O -5.037 -8.763 7.976
H -5.997 -6.379 7.102
H -4.444 -6.702 6.433
H -4.553 -5.456 7.623
H -3.505 -7.538 8.511
H -6.043 -6.524 9.809
H -4.628 -7.083 10.578
C -6.954 -10.757 1.630
C -7.501 -11.271 0.286
C -6.773 -12.516 -0.238
O -7.789 -13.494 -0.270
C -9.004 -12.954 0.000
O -10.021 -13.539 -0.095
O -8.856 -11.678 0.454
H -6.961 -11.579 2.351
H -7.654 -10.024 2.032
H -5.931 -10.388 1.643
H -7.412 -10.446 -0.421
H -6.016 -12.848 0.473
H -6.304 -12.318 -1.201
O 0.010 -10.499 -2.990
S 0.513 -9.174 -2.767
O 1.914 -8.906 -2.672
O -0.237 -8.254 -3.874
C -1.133 -7.323 -3.320
C -1.479 -7.796 -1.935
O -0.285 -8.467 -1.521
H -0.720 -6.318 -3.186
H -2.053 -7.290 -3.900
H -2.379 -8.408 -2.002
H -1.516 -7.035 -1.160
O -3.097 -8.556 0.491
S -3.268 -8.754 1.904
O -3.141 -10.055 2.505
O -2.252 -7.748 2.638
C -2.863 -6.904 3.590
C -4.265 -6.734 3.056
O -4.621 -8.030 2.550
H -2.758 -7.399 4.561
H -2.271 -5.991 3.641
H -4.224 -6.112 2.153
H -5.007 -6.247 3.683
O -2.037 -4.885 5.932
S -2.766 -3.645 5.835
O -2.751 -2.676 6.892
O -2.402 -2.907 4.428
C -3.422 -2.002 4.027
C -4.696 -2.650 4.623
O -4.307 -3.841 5.277
H -3.191 -1.015 4.424
H -3.346 -2.043 2.941
H -5.519 -2.923 3.967
H -5.085 -1.876 5.291
```

Values from the calculation:
HOMO-LUMO gap in eV: 10.49
SMILES: C[C@H]1COC(=O)O1.C[C@H]1COC(=O)O1.C[C@H]1COC(=O)O1.C[C@H]1COC(=O)O1.C[C@H]1COC(=O)O1.C[C@H]1COC(=O)O1.C[C@H]1COC(=O)O1.C[C@H]1COC(=O)O1.O=S1(=O)OCCO1.O=S1(=O)OCCO1.O=S1(=O)OCCO1
2S+1: 1
HOMO level in Ha: -0.3969
E_LUMO in eV: -0.31

> The lowest E_LUMO belongs to which entry?

C38H60O36S3

> Which value of 2S+1 does entry 2 give?

1